{
  "formula": "C55H120CaF8N9O16S8",
  "method": "ωB97M-V with the def2-TZVPD basis set",
  "total_charge": 3,
  "homo_ev": -15.1,
  "energy_ev": -231983.8795,
  "species": ["Ca", "C", "C", "C", "C", "N", "C", "C", "C", "C", "C", "C", "C", "H", "H", "H", "H", "H", "H", "H", "H", "H", "H", "H", "H", "H", "H", "H", "H", "H", "H", "H", "H", "H", "H", "H", "H", "C", "C", "C", "C", "N", "C", "C", "C", "C", "C", "C", "C", "H", "H", "H", "H", "H", "H", "H", "H", "H", "H", "H", "H", "H", "H", "H", "H", "H", "H", "H", "H", "H", "H", "H", "H", "C", "C", "C", "C", "N", "C", "C", "C", "C", "C", "C", "C", "H", "H", "H", "H", "H", "H", "H", "H", "H", "H", "H", "H", "H", "H", "H", "H", "H", "H", "H", "H", "H", "H", "H", "H", "C", "C", "C", "C", "N", "C", "C", "C", "C", "C", "C", "C", "H", "H", "H", "H", "H", "H", "H", "H", "H", "H", "H", "H", "H", "H", "H", "H", "H", "H", "H", "H", "H", "H", "H", "H", "C", "C", "C", "C", "N", "C", "C", "C", "C", "C", "C", "C", "H", "H", "H", "H", "H", "H", "H", "H", "H", "H", "H", "H", "H", "H", "H", "H", "H", "H", "H", "H", "H", "H", "H", "H", "N", "S", "O", "O", "F", "S", "O", "O", "F", "N", "S", "O", "O", "F", "S", "O", "O", "F", "N", "S", "O", "O", "F", "S", "O", "O", "F", "N", "S", "O", "O", "F", "S", "O", "O", "F"],
  "coordinates": [[0.49933, 1.00915, 0.46130], [-3.38549, 4.13284, -5.64655], [-3.37449, 2.66110, -6.03631], [-3.37146, 1.72943, -4.77734], [-4.60883, 1.71992, -3.89497], [-4.49217, 0.94162, -2.49911], [-3.51286, 1.64254, -1.47402], [-4.32343, 2.81813, -0.97144], [-5.76638, 2.26753, -0.78574], [-5.82221, 1.05293, -1.74994], [-4.04082, -0.49637, -2.76676], [-4.87189, -1.32228, -3.77118], [-4.74567, -2.83315, -3.76280], [-3.60548, 4.73557, -6.52771], [-2.41484, 4.55636, -5.38857], [-4.14278, 4.50604, -4.95710], [-2.38327, 2.44485, -6.43486], [-4.21330, 2.35050, -6.65922], [-2.58273, 2.10189, -4.12366], [-3.04831, 0.70775, -4.97699], [-5.43935, 1.24626, -4.41841], [-5.01498, 2.69912, -3.64138], [-3.22920, 0.91134, -0.71705], [-2.67767, 1.85317, -2.14199], [-3.95378, 3.14963, -0.00109], [-4.34494, 3.58495, -1.74579], [-5.99207, 2.06266, 0.26078], [-6.53911, 2.96245, -1.11450], [-6.09230, 0.09395, -1.30777], [-6.66330, 1.17785, -2.43189], [-4.13954, -0.97570, -1.79281], [-2.96237, -0.50051, -2.92494], [-4.76098, -0.96351, -4.79445], [-5.90476, -1.06792, -3.53334], [-3.72543, -3.15347, -3.97401], [-5.29271, -3.32527, -4.56695], [-5.12670, -3.25719, -2.83376], [5.46298, 2.16285, -1.68876], [5.42252, 3.27525, -2.81484], [4.77197, 2.93431, -4.11755], [5.16223, 3.95083, -5.17684], [4.43188, 3.68903, -6.58627], [5.07465, 2.49898, -7.36342], [5.64266, 3.04091, -8.67170], [5.82584, 4.51901, -8.48496], [4.72455, 4.91729, -7.50800], [2.96061, 3.38364, -6.50395], [2.14209, 4.41400, -5.70980], [0.74959, 3.81227, -5.38693], [5.97741, 2.38527, -0.75388], [5.84592, 1.23422, -2.11195], [4.48014, 1.82097, -1.36438], [6.47878, 3.51645, -2.93414], [5.00579, 4.14916, -2.31414], [3.70679, 2.79281, -3.93457], [4.97809, 1.88095, -4.30741], [6.20367, 3.95507, -5.49853], [4.84776, 4.94036, -4.84510], [4.27462, 1.78907, -7.57337], [5.90152, 2.10644, -6.77155], [4.83980, 2.90054, -9.39545], [6.45806, 2.53932, -9.19290], [5.86776, 5.10592, -9.40251], [6.76539, 4.55460, -7.93352], [3.76265, 5.10019, -7.98695], [5.04853, 5.79671, -6.95144], [2.89896, 2.46874, -5.91468], [2.45944, 3.22058, -7.45807], [2.06425, 5.31131, -6.32370], [2.71996, 4.75830, -4.85211], [0.30544, 4.29271, -4.51515], [0.83387, 2.75553, -5.13335], [0.07639, 3.89306, -6.24037], [-1.52653, 2.08016, 6.08287], [-0.44013, 2.84388, 5.23904], [-0.54296, 4.36383, 5.30882], [0.55077, 5.15340, 4.55320], [0.49790, 6.73377, 4.62751], [1.06028, 7.20751, 5.97730], [2.51636, 7.69436, 5.62574], [2.80293, 7.22923, 4.20970], [1.44008, 7.32741, 3.59535], [-0.90660, 7.25709, 4.44084], [-1.55595, 6.97621, 3.07811], [-2.98172, 7.57308, 3.00413], [-1.45525, 2.22931, 7.16027], [-1.32577, 1.03644, 5.84115], [-2.55199, 2.24187, 5.75066], [-0.44550, 2.46263, 4.21790], [0.58553, 2.59693, 5.51318], [-0.33475, 4.70810, 6.32184], [-1.50542, 4.80744, 5.05392], [0.45287, 4.97996, 3.48155], [1.53158, 4.81623, 4.88852], [0.50303, 8.08624, 6.30196], [1.01223, 6.40760, 6.71617], [2.53196, 8.77645, 5.75589], [3.27157, 7.28479, 6.29658], [3.40292, 7.99888, 3.72417], [3.19530, 6.22017, 4.08348], [1.17938, 8.38509, 3.63353], [1.28859, 6.95743, 2.58131], [-0.73300, 8.32972, 4.52694], [-1.59408, 6.90133, 5.20825], [-1.43030, 5.89891, 2.96972], [-0.92156, 7.40897, 2.30457], [-3.05490, 8.63885, 3.22071], [-3.57960, 6.95959, 3.67813], [-3.22861, 7.45655, 1.94887], [6.58983, -7.69627, -2.31078], [5.49477, -6.63567, -2.63212], [4.04597, -6.81026, -2.03208], [2.94432, -5.80708, -2.44354], [1.53842, -5.86824, -1.71618], [0.72154, -7.06231, -2.16320], [-0.26821, -6.51581, -3.15222], [-0.57516, -5.11530, -2.73092], [0.66930, -4.63457, -2.10363], [1.67616, -5.81579, -0.10310], [2.46105, -4.62993, 0.46319], [2.46829, -4.58109, 1.97331], [6.64717, -7.96877, -1.25695], [7.53021, -7.37919, -2.76162], [6.21919, -8.62817, -2.73773], [5.37877, -6.45754, -3.70119], [5.79377, -5.68621, -2.18801], [4.02328, -6.75115, -0.94392], [3.78801, -7.80383, -2.39864], [2.71994, -5.90299, -3.50587], [3.32820, -4.78800, -2.39681], [0.28384, -7.50002, -1.26602], [1.44344, -7.79321, -2.52756], [-1.15979, -7.13652, -3.24102], [0.21602, -6.48631, -4.12832], [-1.46579, -5.07227, -2.10401], [-0.92255, -4.62636, -3.64106], [0.38515, -4.09235, -1.20177], [1.23085, -3.94377, -2.73256], [2.10708, -6.79383, 0.11100], [0.65829, -5.94031, 0.26642], [1.91452, -3.71066, 0.25256], [3.39286, -4.41173, -0.05856], [1.47917, -4.67775, 2.42098], [2.77300, -3.61292, 2.37070], [3.05446, -5.44029, 2.29929], [-0.15815, -2.01283, 5.26457], [-1.30157, -2.65863, 6.09706], [-2.01468, -3.90572, 5.32595], [-2.81874, -4.84355, 6.26086], [-3.69534, -5.89891, 5.62280], [-4.48449, -6.72715, 6.57768], [-5.75969, -7.23298, 5.86627], [-5.96209, -6.25029, 4.77233], [-4.80405, -5.25316, 4.77282], [-2.80491, -6.79432, 4.73771], [-1.69394, -7.61076, 5.51364], [-0.95832, -8.72465, 4.68223], [-0.70979, -1.47996, 4.49007], [0.41169, -2.66875, 4.60643], [0.36700, -1.31478, 5.91652], [-2.03140, -1.90948, 6.40401], [-0.85298, -2.96011, 7.04362], [-1.18508, -4.56065, 5.05963], [-2.58952, -3.65347, 4.43487], [-3.38161, -4.09689, 6.82102], [-2.13674, -5.38015, 6.92044], [-3.92653, -7.57614, 6.97265], [-4.58960, -5.97559, 7.36011], [-5.64820, -8.17020, 5.32102], [-6.58066, -7.32113, 6.57785], [-6.05290, -6.69575, 3.78167], [-6.82173, -5.67962, 5.12372], [-4.52194, -5.08907, 3.73282], [-5.20030, -4.31894, 5.17072], [-2.39386, -6.19800, 3.92313], [-3.54414, -7.49558, 4.35057], [-2.11488, -8.06490, 6.41068], [-0.89447, -6.96230, 5.87203], [-0.79979, -8.38677, 3.65812], [-1.54312, -9.64182, 4.61208], [0.03746, -8.93975, 5.06987], [0.04621, 2.96752, -0.34393], [-0.03780, 3.88099, -1.73243], [0.84435, 5.03666, -1.88756], [-1.39662, 3.94901, -2.34638], [0.75038, 2.82494, -2.67796], [-0.39375, 4.10221, 0.53025], [-1.77269, 4.50114, 0.73079], [0.54491, 5.14593, 0.91648], [-0.19848, 3.21400, 1.82758], [-1.32023, -0.19515, 0.99129], [-2.42668, 0.20462, 1.90784], [-2.13183, 0.21037, 3.35285], [-3.80869, -0.05666, 1.42221], [-2.37296, 1.79200, 1.43508], [-1.66109, -1.86748, 0.97269], [-2.52029, -2.38823, -0.05819], [-1.67644, -2.49069, 2.28716], [-0.15804, -2.31883, 0.47995], [1.22829, -0.00987, -1.41686], [0.55783, -0.34383, -2.66601], [0.00623, -1.69299, -2.81329], [1.05425, 0.27422, -3.88317], [-0.80535, 0.54152, -2.32472], [2.63547, -0.84223, -1.80816], [3.59090, -0.23982, -2.74552], [2.61258, -2.32477, -1.85195], [3.30336, -0.58787, -0.34945], [1.90542, 1.09260, 2.15745], [2.36809, 0.03626, 3.11688], [2.09642, 0.05847, 4.55748], [3.58277, -0.68623, 2.69651], [1.21474, -1.01198, 2.71985], [3.13624, 2.18317, 2.71943], [4.39487, 2.14258, 2.00962], [3.13864, 2.56930, 4.12377], [2.42772, 3.43813, 2.06744]]
}